Entry 1:
6 unconnected molecules or ions with the total composition CH15NO5 at a distorted geometry. Source: the Open Molecules 2025 dataset; level of theory: ωB97M-V/def2-TZVPD.

Strongest force on any atom: 1.21 eV Å⁻¹
Energy above the lowest of the compared OMol25 structures with the same formula, charge and spin: 16.5 kcal per mole
Highest occupied orbital energy: -9.95 eV
LUMO level: 0.68 eV
Electronic energy: -478.04087 Eh
SMILES string: CN.O.O.O.O.O
Gap between HOMO and LUMO: 10.638 eV

CARTESIAN COORDINATES (ANGSTROEM)
C (2.95, -0.92, -1.37)
N (1.64, -1.58, -1.07)
H (3.82, -1.47, -1.01)
H (2.82, 0.10, -1.01)
H (3.11, -0.93, -2.45)
H (1.66, -2.44, -1.61)
H (1.64, -1.93, -0.12)
O (-2.63, 4.42, 1.50)
H (-2.18, 5.17, 1.11)
H (-2.90, 4.75, 2.37)
O (0.19, -2.09, 1.41)
H (0.25, -2.01, 2.37)
H (-0.04, -1.20, 1.09)
O (-0.82, 0.72, 1.36)
H (-0.56, 0.57, 0.44)
H (-0.54, 1.63, 1.45)
O (-0.34, 0.48, -1.49)
H (0.29, -0.25, -1.66)
H (-1.14, 0.34, -2.00)
O (-2.48, -1.17, -0.17)
H (-2.65, -0.39, 0.38)
H (-2.09, -1.81, 0.45)

=====

Entry 2:
7 unconnected molecules or ions with the total composition CH15NO6 at a distorted geometry. Source: the Open Molecules 2025 dataset; level of theory: ωB97M-V/def2-TZVPD.

Strongest force on any atom: 1.90 eV Å⁻¹
Energy above the lowest of the compared OMol25 structures with the same formula, charge and spin: 52.9 kcal per mole
Highest occupied orbital energy: -9.99 eV
LUMO level: 0.52 eV
Electronic energy: -553.23648 Eh
SMILES string: C=N.O.O.O.O.O.O
Gap between HOMO and LUMO: 10.506 eV

CARTESIAN COORDINATES (ANGSTROEM)
C (-3.45, -2.43, 5.16)
N (-4.57, -2.34, 4.62)
H (-2.95, -1.50, 5.47)
H (-2.79, -3.24, 5.49)
H (-4.99, -3.22, 4.31)
O (4.45, -3.06, -4.08)
H (4.21, -3.97, -4.26)
H (5.11, -3.07, -3.39)
O (1.96, 2.04, -1.17)
H (2.68, 1.90, -1.80)
H (2.18, 1.38, -0.49)
O (2.10, -0.72, 0.61)
H (2.61, -1.35, 0.09)
H (1.22, -0.63, 0.23)
O (-1.52, 5.23, -2.14)
H (-2.26, 4.63, -2.25)
H (-1.34, 5.66, -2.99)
O (-0.26, 1.52, 0.29)
H (0.01, 2.36, 0.67)
H (-0.23, 1.68, -0.66)
O (-0.36, -1.00, -1.20)
H (-1.09, -1.49, -0.80)
H (-0.61, -0.08, -1.04)